Record 1
Entry from the OMol25 dataset: a structure of composition C5H24NO9 (ωB97M-V/def2-TZVPD).

The geometry in XYZ format:
```
39
Properties=species:S:1:pos:R:3
C 1.225 1.138 -1.987
O 1.016 -0.087 -2.650
C 0.040 1.546 -1.079
C 0.383 2.669 -0.074
C 1.213 2.206 1.099
C 2.738 2.300 0.934
O 3.188 2.746 -0.089
N -1.031 2.000 -1.974
H 2.220 0.985 -1.537
H 1.342 1.994 -2.705
H -0.287 0.689 -0.508
H 0.915 3.441 -0.685
H -0.589 3.106 0.182
H 0.773 1.215 1.393
H 1.070 2.841 1.976
H 3.380 2.073 1.804
H -1.708 1.267 -2.140
H -0.741 2.321 -2.884
H 0.838 -1.994 -2.022
H 2.013 -2.086 -2.832
O 1.561 -2.624 -2.173
H 0.198 -0.540 -2.260
H -1.563 -1.899 -2.361
O -1.279 -1.089 -1.933
H -1.915 0.244 2.337
H -0.867 0.467 3.259
O -1.727 0.020 3.263
H -0.497 -2.852 2.940
H -1.820 -2.499 2.423
O -1.229 -3.253 2.449
H -3.891 -0.925 0.516
H -3.169 -1.900 1.457
O -3.850 -1.842 0.785
H 0.122 -1.591 1.317
H 1.590 -1.209 1.973
O 0.654 -1.298 2.194
H -1.106 -1.195 -0.687
H -1.376 -2.516 0.307
O -1.001 -1.635 0.411
```

Summary:
HOMO energy (eV): -5.893
Energy relative to the best compared isomer or geometry (same formula, charge and spin) (kJ/mol): 249.85
Total charge: -1
Frontier orbital gap (eV): 8.87

Atom charges from the natural (NBO) analysis, given in e for atoms 1 to 8:
1 C -0.059
2 O -0.810
3 C -0.068
4 C -0.419
5 C -0.542
6 C 0.448
7 O -0.535
8 N -0.872

Record 2
Entry from the OMol25 dataset: the ion C4H9N2 with charge +1 (ωB97M-V/def2-TZVPD).

The geometry in XYZ format:
```
15
Properties=species:S:1:pos:R:3
C 1.003 0.081 0.040
C -0.241 1.042 0.071
C 2.365 0.290 -0.118
C -1.746 0.588 -0.071
N 0.571 -1.327 0.137
N -2.198 -0.606 -0.047
H -0.327 1.588 0.924
H -0.165 1.723 -0.679
H 3.108 -0.426 -0.362
H 2.770 1.230 -0.025
H -2.443 1.526 -0.195
H 1.001 -1.867 -0.637
H 0.915 -1.643 1.028
H -1.443 -1.315 0.016
H -3.170 -0.885 -0.083
```

Summary:
HOMO energy (eV): -13.553
Energy relative to the best compared isomer or geometry (same formula, charge and spin) (kJ/mol): 249.71
SMILES string: C=C(N)CC=[NH2+]
Total charge: +1
Frontier orbital gap (eV): 9.06

Atom charges from the natural (NBO) analysis, given in e for atoms 1 to 8:
1 C 0.141
2 C -0.492
3 C -0.347
4 C 0.323
5 N -0.914
6 N -0.627
7 H 0.262
8 H 0.258

Record 3
Entry from the OMol25 dataset: the ion C7H15NP with charge +1 (ωB97M-V/def2-TZVPD).

The geometry in XYZ format:
```
24
Properties=species:S:1:pos:R:3
C -1.420 -1.456 0.538
C -1.360 1.579 0.034
C 0.040 1.478 -0.509
C -2.414 0.773 -0.765
C 0.349 -1.057 -0.640
C 1.420 -2.067 -0.537
C 0.802 0.052 1.478
N 0.855 0.273 -0.008
P -2.857 -0.731 0.262
H -1.209 -2.248 1.162
H -1.471 1.391 1.190
H -1.590 2.616 -0.107
H -0.064 1.320 -1.549
H 0.607 2.364 -0.332
H -3.222 1.412 -1.030
H -1.937 0.553 -1.775
H -0.176 -0.918 -1.496
H 0.947 -3.002 -0.305
H 2.195 -1.893 0.282
H 2.080 -2.061 -1.474
H -0.248 -0.356 1.447
H 1.484 -0.792 1.719
H 1.070 0.881 2.013
H 1.818 0.369 -0.447
```

Summary:
HOMO energy (eV): -12.808
Energy relative to the best compared isomer or geometry (same formula, charge and spin) (kJ/mol): 465.99
Total charge: +1
Frontier orbital gap (eV): 9.14

Atom charges from the natural (NBO) analysis, given in e for atoms 1 to 8:
1 C -0.718
2 C -0.441
3 C -0.203
4 C -0.730
5 C 0.048
6 C -0.707
7 C -0.429
8 N -0.391